[1]
{"formula": "C40H55CoGe2N4OP", "method": "ωB97M-V/def2-TZVPD", "lumo_ev": [-8.599, -10.063], "total_charge": 3, "spin_multiplicity": 5, "energy_ev": -210304.0597, "homo_energy_ev": [-14.29, -14.28], "symbols": ["Co", "C", "C", "Ge", "C", "C", "C", "C", "Ge", "C", "C", "C", "C", "C", "C", "C", "C", "C", "C", "H", "H", "H", "H", "H", "H", "H", "H", "H", "H", "H", "H", "H", "H", "H", "H", "H", "H", "H", "H", "H", "H", "H", "H", "H", "H", "C", "P", "C", "C", "C", "C", "C", "C", "C", "H", "H", "H", "H", "H", "H", "H", "H", "H", "H", "H", "N", "C", "C", "C", "C", "C", "C", "N", "C", "C", "C", "C", "N", "C", "C", "H", "H", "H", "H", "H", "H", "H", "H", "H", "C", "N", "C", "C", "C", "O", "H", "H", "H", "H", "H", "H", "H", "H", "H"], "positions_angstrom": [[1.141, 1.530, 0.025], [-2.050, 2.824, 2.844], [-1.433, 3.342, 1.555], [-1.574, 2.057, 0.066], [-1.357, 2.804, -1.764], [-1.381, 1.775, -2.871], [-3.395, 1.350, 0.060], [-3.866, 0.108, -0.090], [-2.534, -1.307, 0.037], [-2.103, -1.915, 1.835], [-3.246, -2.779, 2.407], [-1.755, -2.189, -1.522], [-2.746, -3.207, -2.126], [-5.266, -0.316, -0.217], [-5.535, -1.678, -0.350], [-6.831, -2.150, -0.471], [-7.881, -1.239, -0.466], [-7.629, 0.124, -0.344], [-6.334, 0.587, -0.221], [-2.030, 3.595, 3.614], [-1.503, 1.962, 3.228], [-3.089, 2.524, 2.711], [-0.404, 3.673, 1.697], [-1.979, 4.200, 1.147], [-0.492, 3.464, -1.811], [-2.247, 3.441, -1.787], [-0.488, 1.147, -2.859], [-1.428, 2.255, -3.847], [-2.254, 1.128, -2.795], [-4.106, 2.174, 0.128], [-1.970, -1.025, 2.459], [-1.168, -2.472, 1.815], [-4.185, -2.230, 2.442], [-2.999, -3.078, 3.423], [-3.398, -3.687, 1.828], [-0.836, -2.687, -1.209], [-1.503, -1.432, -2.266], [-3.006, -3.994, -1.419], [-2.285, -3.688, -2.986], [-3.661, -2.727, -2.465], [-4.723, -2.414, -0.371], [-7.021, -3.207, -0.574], [-8.898, -1.591, -0.564], [-8.450, 0.823, -0.346], [-6.158, 1.648, -0.129], [4.076, 3.142, -0.970], [2.298, 3.108, -1.341], [2.215, 2.925, -3.142], [1.673, 4.748, -0.922], [1.725, 5.146, 0.415], [1.279, 6.402, 0.784], [0.767, 7.265, -0.177], [0.706, 6.873, -1.505], [1.159, 5.617, -1.881], [4.236, 3.267, 0.098], [4.528, 3.991, -1.490], [4.559, 2.223, -1.300], [2.774, 3.731, -3.621], [1.188, 2.940, -3.501], [2.671, 1.977, -3.428], [2.126, 4.482, 1.171], [1.337, 6.715, 1.816], [0.426, 8.247, 0.110], [0.319, 7.548, -2.252], [1.116, 5.335, -2.922], [2.517, -5.511, -0.114], [2.827, -6.655, -0.814], [3.103, -7.959, -0.397], [3.384, -8.866, -1.396], [3.397, -8.508, -2.763], [3.131, -7.224, -3.169], [2.842, -6.279, -2.167], [2.561, -4.947, -2.280], [2.377, -4.520, -1.048], [2.044, -3.141, -0.766], [1.626, -2.667, 0.482], [1.315, -1.335, 0.634], [1.387, -0.444, -0.363], [1.792, -0.892, -1.567], [2.122, -2.205, -1.809], [2.475, -5.429, 0.888], [3.098, -8.246, 0.643], [3.605, -9.889, -1.130], [3.626, -9.267, -3.494], [3.144, -6.938, -4.210], [1.534, -3.325, 1.333], [0.986, -0.948, 1.592], [1.845, -0.153, -2.357], [2.441, -2.529, -2.787], [3.862, 1.541, 4.714], [2.731, 1.858, 3.840], [1.632, 2.591, 4.456], [2.724, 1.525, 2.571], [3.899, 0.792, 1.997], [1.735, 1.842, 1.832], [3.607, 1.860, 5.719], [4.756, 2.076, 4.395], [4.053, 0.468, 4.726], [1.218, 1.994, 5.268], [0.865, 2.798, 3.715], [2.017, 3.524, 4.863], [4.015, -0.184, 2.468], [4.823, 1.340, 2.172], [3.763, 0.652, 0.926]]}

=====

[2]
{"formula": "C40H56Br36NO3PSSi", "method": "ωB97M-V/def2-TZVPD", "lumo_ev": -0.403, "spin_multiplicity": 1, "de_lowest_kcal_mol": 0.00, "energy_ev": -2599539.9483, "homo_energy_ev": -8.10, "symbols": ["C", "C", "C", "C", "C", "C", "C", "C", "C", "C", "C", "C", "C", "C", "C", "C", "C", "O", "Si", "C", "C", "C", "C", "C", "N", "C", "C", "C", "C", "C", "P", "O", "O", "C", "S", "H", "H", "H", "H", "H", "H", "H", "H", "H", "H", "H", "H", "H", "H", "H", "H", "H", "H", "H", "H", "H", "H", "H", "H", "H", "H", "H", "H", "H", "H", "H", "H", "H", "H", "H", "H", "H", "H", "H", "H", "H", "H", "H", "H", "C", "Br", "Br", "Br", "H", "C", "Br", "Br", "Br", "H", "C", "Br", "Br", "Br", "H", "C", "Br", "Br", "Br", "H", "C", "Br", "Br", "Br", "H", "C", "Br", "Br", "Br", "H", "C", "Br", "Br", "Br", "H", "C", "Br", "Br", "Br", "H", "C", "Br", "Br", "Br", "H", "C", "Br", "Br", "Br", "H", "C", "Br", "Br", "Br", "H", "C", "Br", "Br", "Br", "H"], "positions_angstrom": [[1.233, 2.335, 4.770], [1.075, 1.059, 3.775], [-0.382, 1.013, 3.057], [-1.109, -0.413, 3.173], [-2.722, -0.335, 2.975], [-3.087, -0.043, 1.409], [-4.385, 0.899, 1.239], [-5.100, 0.523, -0.154], [-4.839, 1.563, -1.350], [-3.377, 2.233, -1.359], [-2.696, 2.266, -2.827], [-2.090, 0.861, -3.280], [-2.547, -0.529, -2.758], [-1.897, -1.861, -3.262], [-0.783, -1.867, -4.351], [-0.077, -3.167, -4.948], [-1.027, -4.457, -5.073], [-0.372, -5.720, -4.804], [-0.145, -6.012, -3.109], [0.091, -7.930, -2.912], [1.481, -5.204, -2.438], [-1.624, -5.524, -1.996], [-0.323, -0.480, -4.869], [-0.941, 0.865, -4.336], [-0.470, 2.191, -4.803], [1.012, 2.306, -4.769], [1.687, 3.534, -4.091], [3.241, 3.595, -4.072], [4.160, 2.514, -4.731], [3.498, 1.287, -5.405], [4.465, -0.143, -6.237], [6.052, -0.029, -5.531], [3.881, -1.666, -5.634], [1.951, 1.212, -5.402], [1.033, -0.243, -6.136], [0.636, 3.249, 4.413], [0.953, 2.037, 5.848], [2.330, 2.697, 4.835], [1.335, 0.097, 4.333], [1.904, 1.194, 2.980], [-0.986, 1.894, 3.466], [-0.178, 1.211, 1.936], [-0.638, -1.109, 2.397], [-0.933, -0.821, 4.227], [-3.236, -1.314, 3.261], [-3.091, 0.581, 3.549], [-2.125, 0.432, 0.975], [-3.219, -1.031, 0.833], [-4.158, 2.015, 1.266], [-5.111, 0.591, 2.079], [-6.242, 0.543, 0.045], [-4.877, -0.572, -0.447], [-5.661, 2.371, -1.383], [-4.943, 0.979, -2.342], [-3.512, 3.338, -1.042], [-2.614, 1.713, -0.677], [-1.841, 3.041, -2.754], [-3.407, 2.664, -3.635], [-3.358, -0.613, -1.966], [-2.249, -2.847, -2.823], [0.246, -2.891, -6.024], [0.895, -3.342, -4.373], [-1.974, -4.286, -4.461], [-1.368, -4.501, -6.177], [-0.955, -8.370, -2.795], [0.653, -8.355, -3.821], [0.707, -8.132, -1.971], [2.103, -4.789, -3.311], [1.276, -4.375, -1.669], [2.085, -6.012, -1.900], [-1.956, -6.435, -1.374], [-2.552, -5.156, -2.549], [-1.270, -4.712, -1.259], [-0.756, 2.229, -5.806], [1.009, 4.311, -3.608], [3.706, 4.493, -3.540], [5.301, 2.554, -4.715], [5.858, -0.021, -4.558], [4.131, -1.715, -4.676], [-3.262, 4.804, 4.257], [-1.939, 4.901, 5.670], [-2.518, 4.062, 2.627], [-4.855, 3.851, 4.821], [-3.565, 5.826, 4.033], [8.669, -2.712, -4.179], [6.800, -2.950, -3.718], [9.810, -2.759, -2.611], [9.244, -3.982, -5.527], [8.766, -1.719, -4.615], [0.948, -7.800, -7.146], [2.178, -8.949, -6.184], [1.425, -7.640, -9.020], [-0.894, -8.360, -6.916], [1.033, -6.806, -6.709], [-1.659, 8.787, 7.141], [-0.413, 7.959, 8.377], [-1.078, 8.603, 5.299], [-3.468, 8.136, 7.397], [-1.669, 9.852, 7.366], [2.205, -1.138, 7.566], [3.217, -1.731, 6.022], [0.340, -0.831, 7.131], [2.403, -2.349, 9.068], [2.623, -0.180, 7.872], [-1.635, 13.143, 8.499], [-0.305, 13.237, 9.907], [-0.900, 12.411, 6.861], [-3.221, 12.181, 9.067], [-1.942, 14.165, 8.282], [7.014, 5.176, -6.436], [8.263, 4.412, -5.162], [7.615, 4.937, -8.265], [5.215, 4.497, -6.171], [6.983, 6.248, -6.248], [-7.220, 5.312, -0.379], [-5.985, 4.481, 0.867], [-6.629, 5.124, -2.217], [-9.032, 4.667, -0.134], [-7.228, 6.377, -0.155], [-1.871, -1.406, 10.271], [-0.908, -0.367, 11.595], [-2.581, -3.049, 11.018], [-3.249, -0.358, 9.395], [-1.151, -1.690, 9.504], [0.291, 3.422, 8.908], [1.002, 3.243, 10.704], [-1.642, 3.565, 8.909], [1.122, 4.887, 7.945], [0.543, 2.506, 8.374], [-0.581, -7.497, 1.313], [0.893, -6.262, 1.062], [-0.446, -8.449, 2.998], [-2.299, -6.618, 1.117], [-0.512, -8.241, 0.521], [5.950, -8.872, -4.025], [6.250, -7.567, -5.428], [4.357, -8.468, -2.995], [5.917, -10.683, -4.720], [6.796, -8.808, -3.343]]}

=====

Which formula does entry 2 have? C40H56Br36NO3PSSi